(1)
26
Properties=species:S:1:pos:R:3 method="wB97M-V/def2-TZVPD" e_lumo_ha=0.0139 charge=0 de_lowest_ev=1.714 spin_multiplicity=1 homo_lumo_gap_ev=10.0 smiles="C[C@H](NC(=O)[C@@H](N)CC(=O)O)C(=O)O" max_force_ev_per_a=3.94
H -1.600 -2.465 -0.807
H -1.350 0.005 -1.052
N -1.051 0.518 0.969
C 2.748 -0.788 0.253
O 1.930 -1.457 0.829
C 0.905 0.900 -0.540
N 1.052 2.270 -1.090
C -3.257 0.047 0.131
O 4.062 -1.028 0.066
H -3.689 -1.858 -0.423
H -1.433 0.928 1.757
O -4.096 -0.943 -0.403
H 2.735 0.300 -1.397
H 4.249 -1.795 0.571
H 0.326 0.255 -1.265
H 1.327 2.857 -0.290
C 2.414 0.450 -0.381
H -2.160 -2.287 0.861
C -1.476 -1.796 0.165
C -1.763 -0.261 -0.060
O -3.517 1.150 0.505
H 2.961 1.354 0.051
H -0.375 -1.919 0.396
C 0.223 1.042 0.816
H 0.189 2.713 -1.372
O 0.647 1.808 1.709

---

(2)
16
Properties=species:S:1:pos:R:3 method="wB97M-V/def2-TZVPD" e_lumo_ha=-0.3247 charge=+2 de_lowest_ev=4.403 spin_multiplicity=1 homo_lumo_gap_ev=9.4 max_force_ev_per_a=6.39
H -0.090 3.743 0.189
H -2.558 0.374 -0.510
H -2.123 -1.045 0.369
N 0.217 -1.410 1.060
N 0.791 -0.545 0.139
N -1.952 -0.453 -0.518
H 3.919 -1.844 -0.468
H 0.591 -1.247 1.911
H 0.366 -2.415 0.775
N -0.060 1.740 -0.087
H -1.505 2.967 -0.689
N -0.599 2.835 -0.205
C 2.018 -0.852 -0.084
H -1.992 -1.073 -1.334
N 3.016 -1.358 -0.403
C -0.040 0.579 -0.144

---

(3)
54
Properties=species:S:1:pos:R:3 method="wB97M-V/def2-TZVPD" e_lumo_ha="-0.4311 / -0.4287" charge=+3 spin_multiplicity=3 homo_lumo_gap_ev="5.6 / 5.7" max_force_ev_per_a=4.98
C 2.626 1.922 -0.944
H 2.178 -0.797 6.031
H 0.259 2.933 1.449
N 0.427 -1.380 1.109
S 1.392 0.637 -1.168
H -2.363 -2.901 -1.030
N -1.387 2.033 -1.518
H -0.228 -0.411 5.526
H 2.375 -4.176 -0.555
C 1.842 -0.840 4.998
H 1.441 1.510 -3.371
H 2.172 2.795 -0.455
H -2.302 3.947 -1.249
H -0.214 -4.056 -4.073
H -0.778 3.357 2.859
H 0.212 1.883 2.885
C -2.629 2.741 0.506
C -1.768 3.189 -0.654
H -3.524 2.211 0.151
C -0.382 2.538 2.244
C -0.232 -2.379 -2.773
H -2.912 3.605 1.119
C 2.778 -1.059 3.959
H -3.626 -0.019 -1.212
C -0.253 2.420 -2.418
H 0.336 3.202 -1.924
H -2.753 -0.931 -2.573
C -2.738 -1.943 -0.636
C 0.626 1.214 -2.704
S -1.787 1.531 1.608
H 1.575 -5.297 -2.756
C -2.990 -0.876 -1.498
H 0.051 0.389 -3.159
H 3.108 2.168 -1.908
H 3.836 -1.194 4.172
H -1.026 -0.551 3.107
H -0.849 3.657 -0.287
H 3.000 -1.313 1.816
C 0.241 -3.615 -3.189
C 1.657 -3.743 -1.263
H 3.358 1.455 -0.264
C 0.943 -1.010 2.378
H -2.186 1.900 -2.149
C 1.007 -2.584 -0.786
H -3.203 -2.068 0.357
H -0.620 2.837 -3.368
N 0.112 -1.867 -1.561
H -0.990 -1.811 -3.325
C 0.030 -0.675 3.403
Tm -1.073 -0.253 -0.351
C 1.215 -4.311 -2.448
N 1.213 -2.274 0.535
C 2.320 -1.118 2.642
C 0.484 -0.622 4.716

---

(4)
12
Properties=species:S:1:pos:R:3 method="wB97M-V/def2-TZVPD" e_lumo_ha=0.0116 charge=0 de_lowest_ev=1.773 spin_multiplicity=1 homo_lumo_gap_ev=10.7 smiles="C#CC(=O)CC" max_force_ev_per_a=0.63
H 3.565 -0.540 1.573
C 1.917 -0.137 0.058
C -0.493 0.388 0.234
H -2.661 0.350 0.182
H -1.884 0.108 -1.383
H -1.893 -1.210 -0.201
C -1.815 -0.123 -0.321
C 2.796 -0.345 0.857
H -0.277 -0.014 1.229
O 0.576 -0.026 -1.888
H -0.504 1.483 0.344
C 0.671 0.065 -0.684